Density functional theory data (ωB97M-V with the def2-TZVPD basis set) for C51H60N4O2PdSSeSi as an isolated structure at a distorted geometry.

The charge is 0. The strongest force on any atom is 2.20 eV Å⁻¹. The value obtained for the total energy is -5565.97868 Ha.

Each line ends with the Löwdin charge.
Atoms and positions in Å:
Pd 0.36 -0.01 0.46  0.683
C -3.17 -2.32 3.01  -0.054
C -1.82 -2.05 2.36  -0.372
C -0.69 -2.09 3.40  -0.056
C -1.51 -3.03 1.24  -0.145
C -1.52 -4.39 1.51  -0.035
C -1.15 -5.32 0.56  -0.065
C -0.74 -4.89 -0.69  -0.035
C -0.72 -3.54 -1.04  -0.141
C -0.32 -3.18 -2.46  -0.356
C 0.87 -2.21 -2.55  -0.085
C -1.51 -2.66 -3.28  -0.054
C -1.13 -2.61 -0.06  -0.195
N -1.21 -1.23 -0.38  0.081
C -2.35 -0.66 -0.48  -0.162
C -2.45 0.79 -0.42  -0.159
N -1.44 1.49 -0.09  0.160
C -1.57 2.86 0.21  -0.168
C -2.26 3.30 1.36  -0.132
C -2.26 4.67 1.62  -0.043
C -1.63 5.57 0.78  -0.076
C -0.99 5.12 -0.36  -0.030
C -0.96 3.77 -0.68  -0.140
C -0.32 3.24 -1.94  -0.368
C -1.38 2.94 -3.01  -0.038
C 0.74 4.17 -2.52  -0.066
C -2.97 2.37 2.32  -0.356
C -4.45 2.74 2.47  -0.049
C -2.29 2.35 3.69  -0.042
C -3.84 1.15 -0.71  -0.076
C -4.53 2.33 -0.90  -0.003
C -5.91 2.25 -1.20  -0.050
C -6.58 1.06 -1.29  -0.002
C -5.90 -0.17 -1.11  -0.144
C -6.44 -1.48 -1.19  -0.001
C -5.62 -2.57 -1.02  -0.044
C -4.23 -2.46 -0.78  0.021
C -3.68 -1.20 -0.69  -0.067
C -4.54 -0.08 -0.84  -0.057
H -3.39 -1.54 3.75  0.077
H -3.18 -3.28 3.52  0.074
H -3.97 -2.32 2.26  0.071
H -1.84 -1.03 1.96  0.102
H -0.63 -3.08 3.86  0.083
H -0.87 -1.35 4.18  0.084
H 0.27 -1.86 2.94  0.015
H -1.82 -4.73 2.49  0.113
H -1.17 -6.37 0.79  0.104
H -0.44 -5.62 -1.43  0.113
H 0.00 -4.11 -2.93  0.126
H 0.64 -1.24 -2.12  0.037
H 1.13 -2.06 -3.60  0.081
H 1.73 -2.62 -2.03  0.038
H -1.88 -1.71 -2.89  0.064
H -2.33 -3.38 -3.26  0.079
H -1.21 -2.51 -4.32  0.079
H -2.75 5.03 2.52  0.114
H -1.64 6.62 1.02  0.106
H -0.53 5.85 -1.02  0.109
H 0.16 2.29 -1.68  0.091
H -1.96 3.84 -3.24  0.087
H -2.06 2.16 -2.70  0.059
H -0.89 2.61 -3.93  0.082
H 0.29 5.07 -2.95  0.079
H 1.28 3.66 -3.32  0.076
H 1.47 4.47 -1.76  0.080
H -2.93 1.35 1.92  0.113
H -4.57 3.71 2.95  0.079
H -4.96 2.00 3.08  0.084
H -4.95 2.78 1.50  0.057
H -2.25 3.35 4.12  0.081
H -1.28 1.96 3.61  0.057
H -2.86 1.71 4.38  0.080
H -4.04 3.29 -0.83  0.123
H -6.44 3.18 -1.36  0.111
H -7.64 1.05 -1.51  0.117
H -7.49 -1.61 -1.38  0.117
H -6.05 -3.56 -1.08  0.110
H -3.63 -3.35 -0.67  0.117
C 2.78 7.06 4.62  -0.053
C 2.57 5.71 3.99  -0.272
C 3.39 4.64 4.33  -0.036
C 3.20 3.39 3.77  -0.045
C 2.17 3.20 2.86  -0.277
C 1.33 4.25 2.52  -0.046
C 1.53 5.50 3.08  -0.030
S 1.92 1.62 2.09  0.505
O 3.16 0.92 2.23  -0.363
O 0.75 1.02 2.71  -0.366
N 1.51 1.89 0.57  -0.164
C 2.46 1.94 -0.45  -0.418
C 3.54 2.83 -0.42  -0.019
C 4.35 2.94 -1.53  -0.070
C 4.07 2.18 -2.65  -0.082
C 2.99 1.30 -2.59  -0.165
N 2.22 1.17 -1.52  0.101
H 3.84 7.30 4.69  0.078
H 2.37 7.07 5.63  0.084
H 2.29 7.84 4.04  0.073
H 4.19 4.79 5.05  0.115
H 3.84 2.55 4.02  0.115
H 0.53 4.07 1.81  0.089
H 0.88 6.32 2.82  0.108
H 3.70 3.42 0.47  0.112
H 5.19 3.62 -1.53  0.108
H 4.67 2.25 -3.55  0.099
H 2.74 0.68 -3.44  0.108
C 5.62 -0.41 1.03  -0.212
Si 4.51 -1.79 0.37  0.197
C 5.01 -3.41 1.20  -0.235
C 4.76 -1.90 -1.50  -0.218
Se 2.25 -1.71 0.86  0.448
H 6.67 -0.67 0.90  0.030
H 5.43 -0.25 2.09  0.020
H 5.42 0.53 0.52  0.013
H 6.08 -3.59 1.07  0.028
H 4.47 -4.26 0.77  0.023
H 4.80 -3.38 2.27  0.025
H 5.79 -2.18 -1.73  0.028
H 4.56 -0.94 -1.97  0.002
H 4.10 -2.64 -1.95  0.013

---

Density functional theory data (ωB97M-V with the def2-TZVPD basis set) for a 11-piece molecular cluster, C51H60N6O17 overall at a distorted geometry.

As for the structure (SMILES): O=[N+]([O-])c1ccccc1.O=[N+]([O-])c1ccccc1.O=[N+]([O-])c1ccccc1.O=[N+]([O-])c1ccccc1.O=[N+]([O-])c1ccccc1.O=[N+]([O-])c1ccccc1.CC(C)=O.CC(C)=O.CC(C)=O.CC(C)=O.CC(C)=O. The charge is 0. Its energy above the lowest of the compared OMol25 structures with the same formula, charge and spin is 0.0000 eV. The strongest force on any atom is 3.79 eV Å⁻¹.

Each line ends with the Löwdin charge.
Atoms and positions in Å:
C 12.05 -11.42 17.61  -0.064
C 12.57 -12.68 17.77  -0.053
C 13.97 -12.82 17.83  -0.014
C 14.77 -11.74 17.88  -0.117
C 14.31 -10.44 17.67  0.008
C 12.93 -10.32 17.56  -0.080
N 16.26 -11.95 18.01  -0.300
O 17.06 -11.08 17.71  0.049
O 16.59 -13.00 18.45  0.096
H 10.97 -11.32 17.54  0.112
H 11.90 -13.53 17.69  0.121
H 14.43 -13.79 17.96  0.116
H 15.01 -9.62 17.63  0.096
H 12.51 -9.35 17.32  0.092
C 13.95 -14.09 14.35  -0.087
C 13.55 -15.09 15.21  -0.086
C 14.50 -15.86 15.86  -0.013
C 15.84 -15.51 15.73  -0.123
C 16.24 -14.54 14.82  -0.009
C 15.29 -13.84 14.13  -0.060
N 16.87 -16.34 16.49  -0.331
O 17.92 -16.56 15.91  0.082
O 16.57 -16.71 17.61  0.074
H 13.19 -13.54 13.84  0.087
H 12.51 -15.23 15.31  0.096
H 14.21 -16.67 16.60  0.136
H 17.27 -14.29 14.66  0.110
H 15.54 -13.09 13.37  0.116
C 5.78 -11.74 23.08  -0.062
C 6.97 -12.38 23.48  -0.059
C 7.87 -12.70 22.47  -0.013
C 7.69 -12.13 21.21  -0.153
C 6.55 -11.47 20.86  -0.008
C 5.55 -11.28 21.80  -0.050
N 8.62 -12.41 20.10  -0.355
O 8.55 -11.76 19.07  0.069
O 9.45 -13.24 20.30  0.077
H 5.01 -11.58 23.82  0.109
H 7.10 -12.73 24.48  0.106
H 8.83 -13.23 22.62  0.130
H 6.48 -11.11 19.87  0.110
H 4.65 -10.76 21.56  0.104
C 11.80 -9.97 20.81  -0.049
C 10.89 -8.99 21.25  -0.043
C 10.16 -9.21 22.41  -0.007
C 10.34 -10.38 23.16  -0.117
C 11.24 -11.32 22.72  -0.049
C 11.96 -11.14 21.59  -0.081
N 9.47 -10.64 24.40  -0.323
O 9.65 -11.74 24.91  0.044
O 8.63 -9.83 24.75  0.089
H 12.38 -9.80 19.91  0.076
H 10.77 -8.01 20.77  0.112
H 9.41 -8.54 22.73  0.105
H 11.47 -12.20 23.33  0.129
H 12.56 -11.97 21.22  0.105
C 15.28 -10.24 22.04  -0.074
C 15.10 -9.15 21.19  -0.075
C 16.11 -8.79 20.32  -0.018
C 17.31 -9.52 20.27  -0.143
C 17.44 -10.66 21.02  -0.002
C 16.45 -10.96 21.98  -0.053
N 18.40 -9.06 19.33  -0.310
O 19.43 -9.74 19.24  0.053
O 18.16 -8.10 18.61  0.066
H 14.45 -10.56 22.69  0.110
H 14.19 -8.56 21.29  0.106
H 16.02 -7.90 19.68  0.125
H 18.38 -11.25 21.00  0.114
H 16.54 -11.73 22.70  0.099
C 16.20 -8.85 15.22  -0.085
C 16.39 -9.34 13.95  -0.042
C 15.81 -8.63 12.88  -0.004
C 15.08 -7.51 13.17  -0.141
C 14.88 -7.00 14.43  -0.034
C 15.49 -7.67 15.49  -0.065
N 14.36 -6.81 12.00  -0.342
O 13.63 -5.90 12.23  0.087
O 14.48 -7.31 10.88  0.046
H 16.68 -9.37 16.07  0.083
H 17.10 -10.15 13.77  0.098
H 15.95 -8.89 11.83  0.123
H 14.34 -6.09 14.66  0.122
H 15.45 -7.30 16.50  0.104
C 22.52 -12.27 19.48  -0.017
C 21.65 -13.49 19.51  -0.538
O 21.82 -14.41 18.78  0.084
C 20.54 -13.48 20.52  -0.017
H 21.96 -11.33 19.47  0.076
H 23.18 -12.30 18.65  0.073
H 23.10 -12.28 20.39  0.085
H 19.80 -12.79 20.20  0.045
H 20.92 -13.31 21.55  0.099
H 20.00 -14.41 20.61  0.081
C 19.94 -10.11 15.97  -0.012
C 19.36 -11.53 16.05  -0.502
O 18.40 -11.81 15.34  0.023
C 19.88 -12.46 17.06  -0.025
H 20.94 -10.10 16.51  0.103
H 19.21 -9.39 16.36  0.064
H 20.02 -9.86 14.90  0.085
H 19.23 -13.25 17.42  0.084
H 20.09 -11.73 17.88  0.068
H 20.85 -12.89 16.71  0.113
C 12.36 -10.03 14.03  -0.020
C 10.96 -10.39 14.47  -0.476
O 10.22 -9.64 15.08  0.051
C 10.48 -11.77 14.07  -0.025
H 12.91 -9.48 14.83  0.073
H 12.35 -9.33 13.20  0.082
H 12.97 -10.91 13.76  0.076
H 10.93 -12.50 14.80  0.090
H 10.68 -12.11 13.07  0.074
H 9.37 -11.77 14.22  0.092
C 9.88 -6.13 14.31  -0.011
C 11.14 -6.74 14.82  -0.475
O 11.96 -7.25 14.07  0.014
C 11.46 -6.70 16.31  -0.015
H 10.00 -5.04 14.19  0.098
H 8.99 -6.31 14.92  0.090
H 9.81 -6.54 13.32  0.082
H 12.36 -7.32 16.44  0.059
H 10.64 -6.93 17.01  0.085
H 11.65 -5.65 16.58  0.088
C 15.60 -16.22 20.93  -0.018
C 14.39 -15.97 20.13  -0.535
O 14.06 -16.63 19.22  0.095
C 13.40 -14.91 20.69  -0.015
H 16.04 -15.31 21.30  0.074
H 16.33 -16.81 20.37  0.083
H 15.27 -16.88 21.75  0.108
H 12.96 -15.20 21.66  0.088
H 12.65 -14.77 19.93  0.060
H 13.90 -13.96 20.89  0.057

---

Density functional theory data (ωB97M-V with the def2-TZVPD basis set) for a 8-piece molecular cluster, C51H61Cl4N6O3 overall at a distorted geometry.

As for the expectation value of S²: 0.77. The charge is +2. Its spin multiplicity is 2. The strongest force on any atom is 3.82 eV Å⁻¹. The value obtained for the total energy is -4374.26754 Ha.

Each line ends with the Löwdin charge.
Atoms and positions in Å:
C -0.78 -1.27 -1.29  0.062
N -1.13 -0.22 -2.30  -0.062
C -0.53 0.97 -2.20  0.001
C -0.98 2.01 -3.02  0.057
C -1.87 1.75 -4.09  -0.111
C -2.37 0.45 -4.18  0.014
C -1.97 -0.54 -3.31  0.009
C -2.09 2.75 -5.20  -0.121
C -1.89 2.43 -6.54  0.054
C -1.82 3.41 -7.52  0.035
N -2.09 4.68 -7.13  -0.091
C -2.39 5.05 -5.88  0.046
C -2.39 4.06 -4.88  0.042
C -2.13 5.71 -8.17  0.034
H 0.12 -1.72 -1.73  0.106
H -1.59 -1.99 -1.24  0.107
H -0.64 -0.73 -0.36  0.098
H 0.32 1.06 -1.55  0.106
H -0.59 3.01 -2.98  0.115
H -2.90 0.09 -5.04  0.130
H -2.30 -1.56 -3.47  0.151
H -1.61 1.41 -6.76  0.133
H -1.60 3.13 -8.53  0.154
H -2.66 6.07 -5.68  0.162
H -2.57 4.26 -3.84  0.100
H -1.31 6.42 -8.04  0.122
H -3.09 6.18 -8.00  0.114
H -2.18 5.32 -9.19  0.113
C 2.28 -5.46 -4.05  0.006
N 2.77 -4.44 -3.14  -0.172
C 2.69 -4.64 -1.82  -0.033
C 3.11 -3.64 -0.95  0.016
C 3.55 -2.39 -1.40  -0.194
C 3.74 -2.32 -2.79  -0.016
C 3.34 -3.33 -3.66  -0.034
C 3.78 -1.15 -0.68  -0.186
C 4.47 -1.18 0.53  0.030
C 4.55 0.01 1.23  -0.042
N 4.02 1.16 0.79  -0.087
C 3.39 1.23 -0.41  -0.012
C 3.35 0.06 -1.18  -0.002
C 4.18 2.42 1.61  0.016
H 1.77 -6.27 -3.53  0.102
H 3.18 -5.70 -4.60  0.111
H 1.51 -4.91 -4.58  0.098
H 2.35 -5.61 -1.49  0.128
H 2.88 -3.75 0.10  0.092
H 4.21 -1.50 -3.30  0.118
H 3.28 -3.20 -4.73  0.129
H 4.91 -2.02 1.04  0.134
H 4.94 0.14 2.23  0.109
H 2.86 2.11 -0.75  0.123
H 2.88 0.13 -2.15  0.108
H 4.26 3.21 0.86  0.095
H 5.10 2.39 2.19  0.104
H 3.24 2.57 2.14  0.058
C 0.44 1.48 1.89  -0.383
O 0.41 1.94 0.57  -0.408
H 0.88 2.26 2.51  0.021
H -0.54 1.32 2.33  0.024
H 0.94 0.52 2.00  0.013
Cl 2.87 0.63 4.21  0.639
C 2.40 0.84 5.88  -0.681
C 1.27 -0.04 6.28  -0.571
Cl -0.26 0.52 5.39  0.545
H 2.07 1.88 5.91  0.055
H 3.25 0.76 6.57  0.092
H 1.09 0.22 7.32  0.075
H 1.48 -1.10 6.36  0.089
Cl -1.02 5.98 -2.11  0.540
C -0.66 5.27 -0.51  -0.612
C 0.87 5.37 -0.13  -0.653
Cl 1.38 6.96 0.49  0.559
H -0.96 4.22 -0.48  0.037
H -1.36 5.71 0.19  0.072
H 1.62 5.05 -0.85  0.056
H 1.10 4.64 0.64  0.033
C -3.59 1.63 -0.72  -0.092
C -3.89 0.94 0.62  -0.250
C -3.55 1.74 1.85  -0.190
C -4.75 2.53 2.27  -0.210
N -5.68 3.15 2.66  0.142
H -4.17 2.55 -0.66  0.080
H -3.95 1.10 -1.61  0.068
H -2.61 2.07 -0.86  0.047
H -3.32 0.01 0.68  0.085
H -4.93 0.62 0.65  0.119
H -2.79 2.50 1.68  0.095
H -3.29 1.17 2.74  0.115
C -1.56 4.21 3.77  -0.085
C -0.31 4.14 4.73  -0.231
C 0.89 5.06 4.28  -0.160
C 0.45 6.50 4.05  -0.222
N 0.09 7.60 3.84  0.133
H -2.32 3.51 4.10  0.064
H -1.26 4.08 2.73  0.053
H -2.06 5.18 3.82  0.074
H 0.06 3.13 4.93  0.027
H -0.67 4.48 5.70  0.105
H 1.22 4.66 3.32  0.081
H 1.72 5.15 4.99  0.107
C -0.88 -9.85 2.44  -0.049
C 0.45 -9.74 2.13  -0.050
C 0.94 -8.48 1.79  0.009
C 0.06 -7.37 1.69  -0.077
C -1.26 -7.55 2.03  -0.111
C -1.77 -8.78 2.37  0.007
C -2.24 -6.38 1.97  -0.239
O -3.45 -6.46 2.07  0.106
C -1.55 -4.96 1.98  -0.042
C -2.39 -3.87 2.25  0.004
C -1.78 -2.60 2.40  -0.038
C -0.36 -2.52 2.31  -0.070
C 0.43 -3.59 1.92  -0.027
C -0.13 -4.84 1.74  -0.083
C 0.75 -6.02 1.45  -0.251
O 1.97 -5.90 1.37  0.067
H -1.29 -10.81 2.73  0.113
H 1.09 -10.60 2.21  0.114
H 2.01 -8.40 1.64  0.116
H -2.82 -8.94 2.58  0.127
H -3.45 -3.98 2.43  0.117
H -2.39 -1.74 2.63  0.094
H 0.04 -1.55 2.58  0.080
H 1.48 -3.34 1.87  0.107